[1]
C6H12CeO4 as an isolated structure in a non-equilibrium geometry. Source: the Open Molecules 2025 dataset; level of theory: ωB97M-V/def2-TZVPD.

The value obtained for the frontier orbital gap (alpha / beta) is 0.21796 / 0.22054 hartree. The electronic energy is -1011.494302 Eh. The spin multiplicity is 2. Its net charge is +1. The value obtained for the LUMO energy (alpha / beta) is -4.246 / -4.246 eV.

Each line ends with the Löwdin spin population.
Element x y z (Å)
1 Ce -2.58749 0.73005 -0.79327  1.03
2 O 3.06671 1.69971 1.99886  0.00
3 O -1.64547 -1.45445 -1.09333  0.00
4 O -0.78554 0.96335 0.37090  -0.01
5 O -2.29206 0.58565 -2.75571  -0.01
6 C -1.46958 -0.19293 0.93433  -0.01
7 C 3.53815 1.57935 3.12017  0.00
8 C -0.87973 -1.32809 -2.28485  0.00
9 C -1.77986 -0.59371 -3.28402  0.00
10 C -0.99910 -1.43376 0.22387  0.00
11 C 1.33545 1.34199 1.43971  0.00
12 H -0.56632 -2.31500 -2.66467  0.00
13 H -1.29698 -2.34996 0.75621  0.00
14 H 0.99481 1.01736 2.43086  0.00
15 H -1.17754 -0.41293 -4.19683  0.00
16 H -2.59041 -1.29400 -3.58072  0.00
17 H 4.62606 1.68375 3.24945  0.00
18 H 1.70168 0.50451 0.83502  0.00
19 H 0.09242 -1.45722 0.03453  0.00
20 H -1.34375 -0.28997 2.02705  0.00
21 H 2.89029 1.33225 3.97796  0.00
22 H 0.02628 -0.73060 -2.08106  0.00
23 H 1.14198 2.41465 1.33556  0.00



[2]
C26H26BBrN2O11STc as an isolated structure. Source: the Open Molecules 2025 dataset; level of theory: ωB97M-V/def2-TZVPD.

The value obtained for the relative energy (zero: lowest compared OMol25 entry of this formula, charge and spin) is 10.7 kcal per mole. The value obtained for the frontier orbital gap (alpha / beta) is 0.22981 / 0.19739 hartree. The electronic energy is -5021.391670 Eh. The spin multiplicity is 4. The value obtained for the LUMO energy (alpha / beta) is -1.687 / -2.566 eV.

Each line ends with the Löwdin spin population.
Element x y z (Å)
1 Tc 0.55396 0.54190 0.57237  2.56
2 Br 0.98039 -2.55306 -2.66257  0.00
3 S 6.24057 3.47916 1.08248  0.00
4 O -1.40387 6.69579 6.43846  0.00
5 O -0.11219 5.52865 7.70659  0.00
6 O 7.49898 2.85096 0.73250  0.00
7 O 6.08363 3.81327 2.48740  0.00
8 O -1.02120 0.74075 -3.18026  0.03
9 O -0.54875 2.14630 1.34857  0.04
10 O 5.77198 4.48375 0.14430  0.00
11 O -1.88188 -0.98444 1.73311  0.00
12 O 0.06832 -2.21378 1.75867  0.00
13 O 0.01448 0.40949 -1.24206  0.19
14 O 0.86127 1.02475 2.54982  0.02
15 N 2.10807 -0.80522 0.34196  0.01
16 N -0.64935 5.77295 6.64928  0.00
17 C -0.53332 -2.65998 4.02919  0.00
18 C -0.43506 4.80278 5.53736  0.01
19 C 3.69955 0.38690 1.78234  0.02
20 C 3.14466 -1.19132 -3.88452  0.00
21 C -3.29187 -2.23809 3.24377  0.00
22 C 3.20425 0.13941 0.50944  0.02
23 C 5.05687 2.15351 0.85463  0.02
24 C 1.89404 -1.01853 -3.31423  0.00
25 C -1.12707 5.00525 4.35916  0.00
26 C 3.22124 1.16557 -4.36440  0.00
27 C 0.61597 2.84164 4.72511  0.01
28 C -2.26273 -2.35165 2.14117  0.00
29 C -2.84996 -3.00586 0.90390  0.00
30 C 0.43796 3.75407 5.75102  0.00
31 C -0.01932 0.47188 -2.58819  0.02
32 C 3.81385 -0.08886 -4.39488  0.00
33 C 4.63126 1.39720 1.94211  0.00
34 C -0.08452 3.01023 3.53447  0.00
35 C 1.96383 1.32258 -3.80569  0.00
36 C -0.89555 -2.96476 2.58863  0.00
37 C 0.07332 2.03269 2.45546  0.03
38 C -0.94663 4.08629 3.33978  0.01
39 C 4.55923 1.87163 -0.41301  0.00
40 C 1.30186 0.23613 -3.24354  0.00
41 C -0.73525 -4.43684 2.28127  0.00
42 C 3.62865 0.86559 -0.59889  0.02
43 B -0.57242 -1.05911 1.43314  0.00
44 H 3.23942 0.63897 -1.58220  0.00
45 H 3.58428 -2.17739 -3.93415  0.00
46 H 0.49298 -2.97480 4.21571  0.00
47 H -3.19708 -4.01726 1.11633  0.00
48 H 4.89939 2.47355 -1.24515  0.00
49 H -1.77804 5.85927 4.25520  0.00
50 H -1.48899 -5.01623 2.81765  0.00
51 H 3.74280 2.02282 -4.76581  0.00
52 H -1.18451 -3.19815 4.71733  0.00
53 H 0.96007 3.67196 6.69166  0.00
54 H 3.34729 -0.18429 2.63142  0.00
55 H 1.50266 2.30036 -3.76673  0.00
56 H 2.08632 -1.19999 -0.59775  0.00
57 H -0.60749 -1.59360 4.24630  0.00
58 H -1.46358 4.19686 2.39816  0.00
59 H -0.83536 -4.64131 1.21815  0.00
60 H 4.79452 -0.21725 -4.83139  0.00
61 H -2.93925 -1.61442 4.06149  0.00
62 H 2.08816 -1.57479 1.00939  0.00
63 H 1.30138 2.01386 4.83928  0.00
64 H 0.24490 -4.78021 2.61055  0.00
65 H 5.02902 1.64364 2.91754  0.00
66 H -4.20724 -1.80214 2.84678  0.00
67 H -3.69893 -2.41667 0.56131  0.00
68 H -3.53306 -3.22658 3.63956  0.00
69 H -2.12186 -3.05454 0.09338  0.00



[3]
C3H7NO2 as an isolated structure. Source: the Open Molecules 2025 dataset; level of theory: ωB97M-V/def2-TZVPD.

The value obtained for the relative energy (zero: lowest compared OMol25 entry of this formula, charge and spin) is 67.4 kcal per mole. The value obtained for the frontier orbital gap is 0.36827 hartree. The electronic energy is -323.673554 Eh. The spin multiplicity is 1. The value obtained for the LUMO energy is 0.687 eV.

Each line ends with the Löwdin charge.
Element x y z (Å)
1 O 0.67986 -0.64288 -1.45066  -0.04
2 O 2.24548 -1.47356 -0.01417  0.07
3 N 1.25286 0.59408 0.36340  0.13
4 C 1.45921 -0.65983 -0.44731  -0.68
5 C -1.24638 -0.38617 -0.95336  -0.02
6 C -1.39469 0.35419 0.22554  -0.15
7 H -1.77955 1.37071 0.13666  0.07
8 H -1.33780 -1.46661 -0.94590  0.10
9 H 1.46688 1.42548 -0.18526  0.13
10 H 1.79380 0.57428 1.22474  0.13
11 H -1.70822 -0.18182 1.12218  0.08
12 H -0.05060 0.57885 0.47976  0.09
13 H -1.38510 0.07629 -1.92462  0.09



[4]
One molecule with the formula C4H6N2O in a non-equilibrium geometry. Source: the Open Molecules 2025 dataset; level of theory: ωB97M-V/def2-TZVPD.

The value obtained for the relative energy (zero: lowest compared OMol25 entry of this formula, charge and spin) is 30.3 kcal per mole. The value obtained for the frontier orbital gap is 0.41981 hartree. The electronic energy is -340.746693 Eh. The spin multiplicity is 1. The value obtained for the LUMO energy is 0.723 eV.

Each line ends with the Löwdin charge.
Element x y z (Å)
1 O -0.06891 1.34061 -0.29170  -0.07
2 N 1.63423 0.31065 -1.44579  0.11
3 N -1.92322 -2.71206 1.44501  0.14
4 C -1.25199 -1.77699 1.33161  -0.22
5 C -0.75724 0.09544 -0.19663  -0.20
6 C 1.10447 1.34448 -0.94790  -0.31
7 C -0.43366 -0.57530 1.14199  -0.15
8 H 2.49848 0.55536 -1.92080  0.05
9 H -0.46904 -0.55205 -1.02674  0.12
10 H -0.63254 0.12201 1.96253  0.13
11 H 1.49607 2.36496 -0.97118  0.13
12 H 0.62443 -0.85368 1.17418  0.12
13 H -1.82108 0.33659 -0.25457  0.13